Entry 1:
16
Properties=species:S:1:pos:R:3:lowdin_charge:R:1 method="wB97M-V/def2-TZVPD" de_lowest_kj_mol=52.8 max_force_ev_per_a=2.974 charge=0
C 2.98 0.28 -0.34 -0.883
C -2.99 1.05 0.52 -1.275
N 0.53 -0.28 0.29 -0.419
N 0.93 -1.87 -0.55 0.012
N -0.64 -0.19 0.66 -0.440
F -0.35 -2.41 -0.56 -0.091
F 0.99 -1.49 -1.84 -0.038
F -1.07 -0.98 2.05 -0.245
S 1.99 0.06 1.10 0.926
S -2.00 -0.26 -0.30 0.873
Cl 2.52 1.75 -1.32 0.491
Cl -2.39 2.64 -0.13 0.482
Cl -4.55 0.62 -0.25 0.510
H 3.27 -0.62 -1.00 0.081
H 3.86 0.61 0.08 -0.026
H -3.09 1.09 1.60 0.040

---

Entry 2:
79
Properties=species:S:1:pos:R:3:lowdin_charge:R:1 method="wB97M-V/def2-TZVPD" de_lowest_kj_mol=196.0 max_force_ev_per_a=3.702 charge=+2
N -4.96 4.83 -1.97 0.064
C -4.19 5.29 -0.99 -0.122
C -2.83 4.92 -0.87 -0.015
C -2.29 4.01 -1.82 -0.253
C -3.16 3.51 -2.81 -0.007
C -4.48 3.96 -2.86 -0.114
C -0.86 3.66 -1.79 -0.260
Sr 1.13 3.06 -0.34 1.544
P 4.21 1.14 -0.01 0.979
C -0.30 2.45 -2.26 -0.250
C -0.66 1.09 -1.82 -0.279
C -0.01 -0.04 -2.41 -0.060
C -0.14 -1.30 -1.92 -0.150
C -0.79 -1.55 -0.62 -0.644
C -1.64 -0.44 -0.19 -0.123
C -1.52 0.82 -0.73 -0.053
Br 0.93 -1.83 0.68 0.711
H -0.21 4.56 -1.77 0.089
H 0.43 2.51 -3.09 0.134
H -2.23 5.37 -0.10 0.101
H -2.79 2.84 -3.60 0.122
H -4.64 5.98 -0.29 0.113
H -5.16 3.62 -3.65 0.118
H 0.60 0.14 -3.30 0.133
H -2.15 1.64 -0.35 0.132
H 0.35 -2.13 -2.45 0.100
H -2.36 -0.62 0.63 0.112
P -1.49 -3.25 -0.28 0.975
C 3.78 2.88 0.29 -0.598
C 4.94 3.73 0.79 -0.125
H 3.00 2.91 1.07 0.009
H 3.49 3.28 -0.71 0.040
H 4.55 4.71 1.10 0.083
H 5.45 3.28 1.65 0.085
H 5.69 3.90 0.00 0.090
C 3.14 0.21 -1.18 -0.484
C 3.86 -1.07 -1.65 -0.145
H 2.94 0.85 -2.05 0.070
H 2.19 -0.07 -0.71 -0.024
H 3.39 -1.48 -2.55 0.075
H 4.91 -0.86 -1.89 0.072
H 3.87 -1.86 -0.89 0.068
C 3.77 0.35 1.61 -0.418
C 4.97 -0.26 2.33 -0.150
H 3.03 -0.44 1.35 -0.022
H 3.24 1.09 2.24 0.070
H 4.63 -0.99 3.08 0.075
H 5.63 -0.79 1.62 0.070
H 5.58 0.49 2.86 0.074
C -1.64 -3.49 1.52 -0.369
C -1.39 -4.92 1.98 -0.114
H -2.63 -3.14 1.84 0.083
H -0.91 -2.82 2.00 0.013
H -2.18 -5.59 1.62 0.089
H -0.42 -5.30 1.66 0.074
H -1.40 -4.95 3.08 0.093
C -0.26 -4.35 -1.04 -0.340
C -0.47 -4.65 -2.52 -0.124
H -0.24 -5.28 -0.45 0.092
H 0.70 -3.85 -0.88 0.035
H -1.26 -5.40 -2.69 0.086
H -0.72 -3.76 -3.11 0.064
H 0.45 -5.05 -2.96 0.094
C -3.06 -3.57 -1.09 -0.314
C -4.30 -3.15 -0.30 -0.118
H -3.07 -4.66 -1.21 0.107
H -3.04 -3.12 -2.10 0.114
H -4.47 -2.06 -0.31 0.082
H -5.18 -3.63 -0.77 0.094
H -4.25 -3.49 0.74 0.066
C -0.26 1.17 5.15 -0.067
C -1.10 1.27 3.86 -0.195
C -0.36 1.81 2.74 -0.137
N 0.24 2.26 1.83 0.053
H 0.71 0.70 4.93 0.084
H -0.75 0.56 5.92 0.091
H -0.09 2.16 5.58 0.090
H -1.48 0.28 3.58 0.126
H -1.99 1.90 4.02 0.139

---

Entry 3:
25
Properties=species:S:1:pos:R:3:lowdin_charge:R:1 method="wB97M-V/def2-TZVPD" de_lowest_kj_mol=1340.8 max_force_ev_per_a=16.013 charge=-1
F -0.03 -0.85 -0.27 0.181
C 2.04 0.29 -2.11 -0.189
O 1.36 -0.84 -1.56 -0.086
H 1.31 1.03 -2.44 0.089
H 2.81 0.63 -1.42 0.064
H 2.62 0.00 -2.98 0.061
H 0.69 -0.51 -0.95 -0.183
C -0.40 -0.21 2.42 -0.175
O -0.14 -1.31 1.58 -0.089
H 0.43 0.50 2.31 0.045
H -1.36 0.27 2.29 0.063
H -0.32 -0.65 3.41 0.065
H -0.20 -1.10 0.64 -0.278
C -2.61 -0.72 -0.05 -0.147
O -1.66 -0.41 -1.07 -0.087
H -3.61 -0.90 -0.45 0.062
H -2.34 -1.67 0.42 0.077
H -2.72 0.03 0.73 0.062
H -0.77 -0.46 -0.72 -0.294
C 1.08 1.36 0.12 -0.200
O -0.22 1.08 -0.24 -0.072
H 1.71 0.48 -0.05 0.074
H 1.44 2.13 -0.57 0.080
H 1.26 1.69 1.14 0.067
H -0.39 0.13 -0.18 -0.189

---

Entry 4:
16
Properties=species:S:1:pos:R:3:lowdin_charge:R:1 method="wB97M-V/def2-TZVPD" de_lowest_kj_mol=268.7 max_force_ev_per_a=2.247 charge=+1
C -1.31 1.13 -1.77 0.010
N -1.56 0.46 -0.40 0.125
H -0.29 1.54 -1.73 0.092
H -1.33 0.30 -2.50 0.110
H -1.99 1.95 -1.93 0.094
H -2.01 0.96 0.37 0.163
H -0.66 0.05 0.01 0.094
H -2.08 -0.37 -0.71 0.151
C 1.76 0.15 1.35 -0.092
C 0.79 -1.90 0.73 -0.020
N 0.53 -0.69 1.11 -0.154
H 2.61 -0.48 1.56 0.078
H 1.40 0.86 2.09 0.083
H 2.08 0.83 0.55 0.077
H 0.41 -2.77 1.26 0.093
H 1.64 -2.02 0.02 0.095

---

Entry 5:
23
Properties=species:S:1:pos:R:3:lowdin_charge:R:1 method="wB97M-V/def2-TZVPD" smiles=CNCCNCCN de_lowest_kj_mol=274.5 max_force_ev_per_a=3.286 charge=0
N 2.81 0.98 -1.41 -0.009
C 2.77 -0.43 -1.10 -0.304
C 1.30 -0.87 -1.08 -0.223
N 0.67 -0.62 0.33 -0.049
C -0.69 -1.36 0.41 -0.234
C -1.52 -0.47 1.32 -0.314
N -1.89 0.61 0.44 -0.131
C -2.94 1.57 0.97 -0.110
H 3.42 1.09 -2.16 0.032
H 2.99 1.71 -0.67 0.096
H 3.48 -1.08 -1.71 0.123
H 3.08 -0.81 -0.10 0.101
H 1.16 -1.94 -1.31 0.104
H 0.77 -0.31 -1.82 0.086
H 0.44 0.35 0.20 0.040
H -0.64 -2.48 0.67 0.126
H -1.27 -1.29 -0.60 0.125
H -2.38 -1.03 1.76 0.121
H -0.87 -0.27 2.20 0.116
H -0.98 1.11 0.28 0.099
H -2.52 2.36 1.62 0.064
H -3.44 2.08 0.15 0.061
H -3.73 1.12 1.62 0.081

---

Entry 6:
44
Properties=species:S:1:pos:R:3:lowdin_charge:R:1 method="wB97M-V/def2-TZVPD" de_lowest_kj_mol=26.8 max_force_ev_per_a=2.711 charge=+1 multiplicity=4 s2=3.772
V 0.26 -0.11 -0.18 0.714
N 1.61 1.23 -1.01 -0.031
C 1.47 0.42 -2.24 -0.223
C -0.03 0.22 -2.58 -0.178
C -0.53 -1.25 -2.65 -0.168
C -1.62 -1.59 -1.62 -0.215
N -1.05 -1.73 -0.26 -0.034
H 1.28 2.18 -1.16 0.124
H 2.57 1.29 -0.70 0.115
H 1.96 -0.54 -2.05 0.111
H 2.00 0.87 -3.09 0.132
H -0.26 0.73 -3.51 0.133
H -0.63 0.76 -1.81 0.098
H 0.30 -1.95 -2.54 0.118
H -0.95 -1.44 -3.64 0.123
H -2.14 -2.50 -1.93 0.125
H -2.36 -0.79 -1.59 0.131
H -0.59 -2.64 -0.17 0.115
H -1.79 -1.72 0.43 0.121
O -0.57 1.62 4.80 0.071
C -1.61 2.12 4.12 -0.261
C -2.52 2.93 4.81 -0.004
C -3.62 3.45 4.17 -0.064
C -3.86 3.18 2.82 -0.083
C -2.97 2.39 2.13 -0.027
C -1.84 1.85 2.75 -0.084
C -0.91 1.05 1.96 -0.385
O -1.06 0.97 0.67 -0.141
N 0.08 0.41 2.55 0.038
N 0.83 -0.28 1.61 -0.243
C 1.84 -0.94 2.06 -0.899
S 2.83 -1.86 0.95 0.918
C 4.21 -2.03 2.13 -0.487
C 3.60 -2.20 3.51 -0.494
S 2.29 -0.96 3.74 0.990
H -0.07 1.02 4.21 0.053
H -2.32 3.13 5.85 0.123
H -4.31 4.08 4.72 0.111
H -4.73 3.58 2.33 0.104
H -3.12 2.17 1.08 0.111
H 4.82 -1.13 2.08 0.085
H 4.79 -2.90 1.83 0.087
H 4.34 -2.04 4.29 0.088
H 3.16 -3.19 3.63 0.083

---

Entry 7:
9
Properties=species:S:1:pos:R:3:lowdin_charge:R:1 method="wB97M-V/def2-TZVPD" smiles=Br[C@@H]1C[NH2+]1 de_lowest_kj_mol=15.7 max_force_ev_per_a=3.147 charge=+1
C 0.49 -0.73 0.22 -0.060
C -0.66 -0.15 -0.52 -0.592
N 0.41 0.78 0.19 0.093
Br -2.48 -0.01 0.02 0.811
H 0.36 -1.04 1.28 0.152
H 1.21 -1.30 -0.31 0.124
H -0.72 -0.27 -1.59 0.090
H 0.37 1.40 1.09 0.236
H 1.03 1.32 -0.37 0.146

---

Entry 8:
21
Properties=species:S:1:pos:R:3:lowdin_charge:R:1 method="wB97M-V/def2-TZVPD" smiles="CCC(=O)NC.O.O" de_lowest_kj_mol=0.0 max_force_ev_per_a=0.604 charge=0
C -1.64 -0.42 -0.26 -0.163
C -2.01 -0.71 -1.71 -0.095
C -0.24 -0.89 0.09 -0.518
N 0.16 -0.62 1.35 0.012
C 1.54 -0.87 1.72 -0.072
O 0.49 -1.45 -0.73 0.023
H -2.36 -0.90 0.40 0.118
H -1.68 0.65 -0.04 0.110
H -3.00 -0.31 -1.91 0.072
H -1.32 -0.22 -2.40 0.073
H -1.96 -1.77 -1.91 0.077
H -0.29 0.17 1.77 0.113
H 1.66 -0.80 2.80 0.083
H 2.23 -0.16 1.25 0.080
H 1.82 -1.87 1.40 0.084
H 1.30 0.23 -1.29 0.016
H 2.38 1.24 -1.57 0.056
O 1.47 1.17 -1.29 -0.037
H 0.34 3.22 1.07 0.035
H 0.77 2.03 0.21 -0.002
O 0.35 2.27 1.06 -0.064

---

Entry 9:
74
Properties=species:S:1:pos:R:3:lowdin_charge:R:1 method="wB97M-V/def2-TZVPD" de_lowest_kj_mol=0.0 max_force_ev_per_a=0.159 charge=0
V 0.26 -1.03 2.93 1.240
O 1.13 0.52 2.12 -0.391
P 1.99 1.27 1.10 0.848
C 1.00 2.26 -0.03 -0.261
P -0.34 3.31 0.65 0.726
O -1.40 2.49 1.29 -0.303
C 0.44 4.46 1.80 -0.295
C 1.55 5.23 1.47 -0.099
C 2.10 6.09 2.40 -0.078
C 1.54 6.18 3.67 -0.079
C 0.44 5.41 4.01 -0.069
C -0.12 4.55 3.07 -0.062
C -0.84 4.25 -0.80 -0.266
C -0.81 5.64 -0.88 -0.076
C -1.23 6.27 -2.04 -0.079
C -1.68 5.52 -3.12 -0.068
C -1.72 4.14 -3.04 -0.042
C -1.31 3.50 -1.89 -0.056
C 3.00 0.19 0.10 -0.287
C 4.00 -0.53 0.77 -0.072
C 4.80 -1.40 0.06 -0.060
C 4.61 -1.56 -1.31 -0.054
C 3.62 -0.85 -1.97 -0.048
C 2.81 0.03 -1.27 -0.065
C 3.10 2.32 2.03 -0.287
C 2.85 2.58 3.37 -0.058
C 3.71 3.40 4.08 -0.064
C 4.81 3.97 3.45 -0.070
C 5.06 3.72 2.10 -0.068
C 4.20 2.89 1.39 -0.074
H 0.51 1.58 -0.73 0.059
H 1.70 2.87 -0.61 0.098
H 1.99 5.16 0.48 0.116
H 2.97 6.68 2.14 0.110
H 1.97 6.86 4.40 0.107
H 0.00 5.49 5.00 0.107
H -0.97 3.93 3.32 0.109
H -0.47 6.22 -0.04 0.099
H -1.21 7.35 -2.10 0.103
H -2.00 6.03 -4.02 0.106
H -2.08 3.54 -3.87 0.114
H -1.37 2.42 -1.85 0.077
H 4.14 -0.40 1.84 0.123
H 5.56 -1.97 0.58 0.112
H 5.23 -2.26 -1.86 0.112
H 3.46 -0.98 -3.03 0.120
H 2.02 0.54 -1.81 0.087
H 2.00 2.13 3.86 0.114
H 3.53 3.60 5.13 0.113
H 5.48 4.61 4.00 0.109
H 5.92 4.15 1.62 0.109
H 4.41 2.67 0.35 0.117
O -2.11 0.69 -3.43 0.000
C -1.05 0.27 -2.96 -0.700
O 0.15 0.43 -3.31 -0.024
C -1.13 -0.45 -1.60 -0.078
C -2.02 -0.02 -0.62 0.033
C -1.77 -0.32 0.71 -0.068
N -0.72 -1.07 1.05 0.022
C 0.03 -1.64 0.09 -0.173
C -0.13 -1.36 -1.24 0.074
C 1.17 -2.42 0.64 -0.455
O 1.89 -3.16 0.06 0.184
O 1.30 -2.13 1.97 -0.119
H -2.83 0.64 -0.89 0.133
H -2.34 0.12 1.51 0.105
H 0.56 -1.74 -1.97 0.140
F -0.68 -2.34 3.53 -0.288
P -3.36 -1.57 4.84 0.765
F -3.51 -3.14 4.82 -0.225
F -4.80 -1.24 5.41 -0.233
F -1.02 0.06 3.35 -0.305
F -3.69 -1.32 3.32 -0.231
F 1.35 -0.86 4.26 -0.262

---

Entry 10:
70
Properties=species:S:1:pos:R:3:lowdin_charge:R:1 method="wB97M-V/def2-TZVPD" max_force_ev_per_a=1.446 charge=-2 energy_ha=-5943.29186 multiplicity=2 s2=0.770
Hg 0.89 -0.48 0.81 1.150
O -5.66 -2.56 -2.96 0.044
C -4.60 -2.18 -2.17 -0.325
C -3.85 -3.10 -1.45 -0.001
C -2.80 -2.62 -0.68 -0.088
N -2.49 -1.33 -0.62 0.072
C -3.22 -0.49 -1.30 -0.726
Br -2.72 1.34 -1.12 0.777
C -4.29 -0.83 -2.11 -0.055
H -5.74 -3.52 -2.90 0.097
H -4.08 -4.16 -1.48 0.110
H -2.18 -3.29 -0.10 0.096
H -4.86 -0.10 -2.66 0.105
I 1.23 -3.47 -0.29 0.789
C -0.14 -3.83 1.27 -0.689
C -0.46 -5.20 1.40 -0.276
C -1.48 -5.60 2.24 -0.183
C -2.20 -4.64 2.96 -0.113
C -1.90 -3.25 2.85 -0.213
C -2.67 -2.31 3.55 -0.097
C -2.41 -0.94 3.47 -0.147
C -1.36 -0.50 2.68 -0.204
C -0.57 -1.40 1.96 -0.326
C -0.81 -2.79 2.00 -0.301
H 0.11 -5.94 0.85 0.045
H -1.70 -6.66 2.35 0.073
H -3.02 -4.94 3.61 0.072
H -3.49 -2.68 4.16 0.084
H -3.02 -0.23 4.02 0.079
H -1.15 0.56 2.63 0.048
S 1.05 2.98 2.60 0.486
C 2.61 2.72 2.05 -1.191
N 3.37 1.68 2.21 -0.095
C 4.73 1.80 1.71 -0.257
C 4.73 2.85 0.60 -0.463
S 3.46 4.03 1.14 0.826
H 3.02 0.53 2.35 -0.066
H 5.06 0.83 1.35 0.115
H 5.39 2.12 2.52 0.106
H 4.41 2.40 -0.34 0.037
H 5.69 3.34 0.48 0.062
F 2.95 -0.57 2.32 -0.349
C -0.80 5.50 0.47 -0.058
C -0.37 5.07 -0.90 -0.252
C 0.95 5.25 -1.32 -0.044
C 1.38 4.78 -2.54 -0.070
C 0.49 4.10 -3.36 -0.288
C -0.83 3.93 -2.98 -0.075
C -1.25 4.42 -1.76 -0.075
S 1.05 3.36 -4.87 0.619
O -0.06 3.39 -5.78 -0.310
O 2.30 3.98 -5.24 -0.316
N 1.37 1.79 -4.53 -0.131
C 2.68 1.41 -3.99 -0.213
C 2.84 1.57 -2.49 -0.096
C 1.81 0.81 -1.66 -0.650
O 0.72 0.51 -2.16 -0.026
O 2.20 0.54 -0.47 -0.203
H -0.32 6.43 0.76 0.077
H -0.49 4.74 1.20 0.011
H -1.88 5.62 0.53 0.073
H 1.65 5.75 -0.65 0.088
H 2.41 4.91 -2.86 0.111
H -1.52 3.41 -3.64 0.109
H -2.28 4.28 -1.46 0.084
H 0.64 1.37 -3.94 0.095
H 3.44 1.98 -4.52 0.102
H 2.81 0.36 -4.25 0.120
H 2.76 2.63 -2.21 0.101
H 3.84 1.24 -2.19 0.112

---

Entry 11:
71
Properties=species:S:1:pos:R:3:lowdin_charge:R:1 method="wB97M-V/def2-TZVPD" de_lowest_kj_mol=0.0 max_force_ev_per_a=0.129 charge=-1 multiplicity=2 s2=0.771
Mn -0.23 -0.14 -0.16 0.152
N -2.33 -1.90 3.24 0.039
C -1.83 -1.26 2.12 -0.879
S -0.12 -1.36 1.84 0.642
N -2.69 -0.61 1.41 -0.019
N -2.13 0.06 0.32 -0.104
C -3.00 0.69 -0.39 -0.092
C -2.75 1.44 -1.60 -0.156
C -3.87 1.99 -2.24 -0.074
C -3.77 2.73 -3.40 -0.129
C -2.49 2.93 -3.95 -0.114
C -1.38 2.41 -3.34 -0.024
C -1.45 1.64 -2.15 -0.346
O -0.36 1.18 -1.63 -0.179
H -1.76 -2.67 3.56 0.057
H -3.32 -2.09 3.19 0.076
H -4.04 0.62 -0.06 0.117
H -4.84 1.82 -1.80 0.102
H -4.65 3.13 -3.88 0.084
H -2.39 3.50 -4.86 0.092
H -0.39 2.55 -3.77 0.108
C -1.45 2.05 3.11 0.008
C 0.01 1.87 3.21 -0.353
N 0.70 1.81 4.31 0.115
N 1.99 1.67 3.90 0.019
C 2.14 1.65 2.56 -0.839
S 3.51 1.53 1.62 0.544
N 0.86 1.80 2.13 -0.084
N 0.51 1.66 0.78 0.057
H -1.86 2.12 4.11 0.087
H -1.91 1.21 2.59 0.048
H -1.69 2.97 2.56 0.088
H 2.74 1.56 4.56 0.143
H 1.37 1.84 0.27 0.046
H -0.14 2.41 0.53 0.125
C 3.43 -3.99 -5.48 -0.056
C 2.24 -3.11 -5.91 -0.564
C 2.78 -1.84 -6.59 -0.056
C 1.43 -3.89 -6.94 -0.076
C 1.41 -2.73 -4.68 -0.192
C 2.00 -2.02 -3.65 -0.097
C 1.25 -1.67 -2.54 -0.499
Br 2.10 -0.72 -1.12 0.908
C -0.11 -1.98 -2.37 -0.376
O -0.78 -1.63 -1.31 -0.210
C -0.71 -2.71 -3.43 -0.081
C 0.07 -3.06 -4.54 0.013
C -2.18 -3.10 -3.34 -0.531
C -2.66 -3.88 -4.57 -0.082
C -2.42 -3.98 -2.11 -0.042
C -3.04 -1.83 -3.24 -0.034
H 4.04 -4.27 -6.35 0.077
H 3.07 -4.91 -5.01 0.087
H 4.07 -3.48 -4.77 0.075
H 3.38 -2.10 -7.46 0.077
H 3.41 -1.27 -5.90 0.075
H 1.96 -1.21 -6.91 0.088
H 2.06 -4.14 -7.80 0.079
H 0.58 -3.30 -7.31 0.085
H 1.04 -4.82 -6.53 0.084
H 3.05 -1.73 -3.68 0.098
H -0.41 -3.61 -5.33 0.077
H -2.11 -4.82 -4.69 0.081
H -2.56 -3.30 -5.49 0.082
H -3.71 -4.13 -4.44 0.078
H -1.85 -4.91 -2.19 0.085
H -3.48 -4.24 -2.03 0.078
H -2.12 -3.46 -1.20 0.076
H -2.90 -1.19 -4.12 0.093
H -2.78 -1.26 -2.36 0.060
H -4.10 -2.10 -3.18 0.082

---

Entry 12:
19
Properties=species:S:1:pos:R:3:lowdin_charge:R:1 method="wB97M-V/def2-TZVPD" de_lowest_kj_mol=82.7 max_force_ev_per_a=1.765 charge=+1 multiplicity=2 s2=0.756
C 1.33 -0.97 0.90 -0.377
S 1.85 0.59 0.15 0.687
S 0.42 0.96 -1.28 0.724
C 0.84 -0.21 -2.60 -0.342
H 0.52 -0.75 1.59 0.041
H 1.11 -1.71 0.14 0.042
H 2.19 -1.29 1.51 0.063
H 1.00 -1.24 -2.24 0.060
H -0.07 -0.23 -3.19 0.060
H 1.84 0.05 -2.96 0.062
H -1.61 -1.53 0.27 -0.001
H -1.08 -2.49 1.36 0.045
O -1.24 -2.40 0.42 -0.064
H -2.78 0.65 1.00 0.059
H -1.31 1.13 1.35 -0.001
O -1.88 0.37 1.15 -0.067
H 0.34 2.77 1.05 -0.003
H -0.86 3.45 0.34 0.062
O -0.60 2.87 1.04 -0.052